The following is a quantum chemistry calculation of a molecular structure, C6H16NS, from the OMol25 dataset.

Element x y z (Å)
C 0.402 2.119 -0.439
C 0.210 1.172 1.796
C 0.218 -0.526 -1.897
C -1.779 -1.690 0.465
C -0.201 0.916 0.324
C 0.193 -0.384 -0.335
N -0.270 -1.594 0.414
S 2.574 -0.446 -0.074
H 0.570 2.109 -1.494
H -0.186 3.007 -0.236
H 1.284 2.352 0.064
H 1.189 1.069 1.830
H -0.146 2.152 2.257
H -0.180 0.374 2.405
H -0.760 0.111 -2.145
H 0.064 -1.580 -2.117
H 1.238 -0.248 -2.167
H -2.090 -2.734 0.669
H -2.194 -0.845 1.094
H -2.031 -1.513 -0.602
H -1.314 1.032 0.317
H 0.213 -1.479 1.334
H 0.100 -2.375 -0.224
H 2.893 -1.000 -1.240

Results
- LUMO level: -4.42 eV
- Net charge: +1
- Energy above the lowest of the compared OMol25 structures with the same formula, charge and spin: 305.3 kJ/mol